80
Properties=species:S:1:pos:R:3:forces:R:3:lowdin_charge:R:1 method="wB97M-V/def2-TZVPD" gap_ha="0.2612 / 0.1200" spin_multiplicity=5 total_energy_ev=-84876.8905 total_charge=+3
Os -0.37761 -0.20326 0.06658 -1.66 -0.12 -0.17 1.044
P 0.37705 -1.31648 -1.73786 1.87 -4.16 -1.75 0.922
C 0.09982 -1.51913 1.33658 1.75 -5.06 4.83 -0.282
O 0.32496 -2.36597 2.13056 -1.05 4.00 -3.67 0.172
P -0.37387 1.52460 1.47000 -0.01 3.86 5.48 0.916
C -0.55095 -2.89760 -1.88269 -0.32 -0.05 0.10 -0.354
C 2.09221 -1.91619 -1.53393 0.42 0.31 0.07 -0.385
C 0.37218 -0.62479 -3.42377 -1.21 0.89 -0.02 -0.271
C -1.32730 3.03247 1.08264 -0.36 -0.08 -1.07 -0.352
C -1.10899 1.00742 3.08083 0.33 -0.16 -0.30 -0.334
C 1.27079 2.15915 1.99416 0.69 -0.25 -0.51 -0.347
C -1.50533 -3.08477 -2.88822 -0.02 -0.03 -0.13 -0.083
C -2.14618 -4.31844 -3.02796 0.04 -0.02 0.28 -0.026
C -1.89163 -5.35922 -2.11707 -0.19 0.18 -0.32 -0.010
C -0.97604 -5.16278 -1.07890 0.09 0.26 0.01 -0.028
C -0.31004 -3.94287 -0.96142 0.34 0.19 0.38 -0.097
H -1.73202 -2.25511 -3.56692 -0.05 -0.54 0.11 0.100
H -2.85528 -4.46396 -3.84186 0.15 0.02 0.24 0.127
H -2.42146 -6.32048 -2.22004 0.37 0.61 0.05 0.137
H -0.77084 -5.96003 -0.36004 -0.08 0.29 -0.27 0.131
H 0.43834 -3.81483 -0.15458 -0.53 -0.15 -0.60 0.110
C -0.75701 0.06517 -3.86860 0.76 -1.16 2.35 -0.016
C -0.84853 0.55352 -5.16702 -0.10 0.65 -1.80 0.082
C 0.20217 0.38351 -6.06247 0.79 -0.21 -0.45 0.034
C 1.33596 -0.30177 -5.63960 -0.71 1.04 -2.00 0.066
C 1.42268 -0.79688 -4.33641 0.22 -0.81 1.67 0.074
H -1.59905 0.20524 -3.19881 0.03 0.07 -0.05 0.083
H -1.75969 1.05979 -5.46295 0.02 0.03 -0.12 0.156
H 0.14160 0.76986 -7.07902 -0.02 -0.10 0.26 0.148
H 2.16355 -0.46621 -6.32585 -0.12 0.04 0.10 0.153
H 2.31463 -1.34399 -4.04182 -0.04 0.07 0.05 0.137
C 2.51423 -3.16398 -2.03196 0.17 0.01 -0.13 -0.081
C 3.85094 -3.56733 -1.89623 -0.05 0.17 -0.03 -0.024
C 4.78786 -2.72742 -1.26937 -0.50 0.03 0.01 -0.021
C 4.36537 -1.48768 -0.77004 -0.09 0.12 -0.06 -0.041
C 3.03016 -1.07312 -0.91371 0.24 -0.34 0.02 -0.103
H 1.79924 -3.81538 -2.54122 0.30 0.13 0.22 0.119
H 4.16700 -4.54233 -2.29064 -0.20 0.49 0.20 0.132
H 5.83181 -3.04835 -1.16604 -0.51 0.19 -0.03 0.133
H 5.08395 -0.83105 -0.27102 -0.28 -0.22 -0.21 0.122
H 2.71070 -0.09680 -0.53408 0.26 -0.22 -0.04 0.078
C -0.33379 0.73329 4.22351 0.25 -0.31 0.49 -0.048
C -0.94044 0.33784 5.42081 0.54 0.21 -0.43 -0.016
C -2.32912 0.17254 5.47109 -0.39 -0.11 -0.13 -0.001
C -3.10875 0.42554 4.33424 0.00 0.21 -0.22 -0.017
C -2.50210 0.86948 3.15913 -0.82 -0.41 0.00 -0.093
H 0.74896 0.85498 4.20009 -0.28 -0.03 -0.01 0.109
H -0.32200 0.16041 6.31264 -0.36 0.13 -0.51 0.135
H -2.81058 -0.16317 6.39440 0.20 0.13 -0.34 0.135
H -4.19505 0.28613 4.35051 0.48 0.12 0.09 0.134
H -3.12145 1.10934 2.29181 0.19 -0.14 0.37 0.093
C -1.39482 3.45472 -0.25382 -0.37 0.28 0.37 -0.118
C -2.16983 4.55173 -0.61728 0.15 0.07 -0.14 -0.045
C -2.84098 5.29782 0.35623 -0.03 -0.27 0.08 -0.019
C -2.75964 4.91013 1.69737 0.22 -0.09 -0.08 -0.020
C -2.02225 3.77814 2.05217 0.06 -0.16 0.01 -0.067
H -0.84987 2.92865 -1.02295 -0.15 0.07 -0.17 0.056
H -2.24481 4.80814 -1.67810 0.03 0.08 0.46 0.124
H -3.44425 6.16110 0.07145 0.20 -0.26 0.07 0.130
H -3.26884 5.48202 2.48076 0.20 -0.25 -0.38 0.133
H -1.97670 3.47425 3.09020 -0.04 0.07 0.01 0.117
C 1.48512 3.52519 2.28810 -0.03 -0.13 0.07 -0.046
C 2.74249 3.96115 2.73987 -0.14 -0.31 -0.05 -0.027
C 3.80482 3.04674 2.86949 -0.30 -0.15 -0.20 -0.027
C 3.60754 1.68843 2.56073 -0.37 0.09 0.01 -0.047
C 2.33954 1.24875 2.13898 0.28 0.11 -0.04 -0.132
H 0.65442 4.23642 2.20137 0.48 -0.26 -0.02 0.112
H 2.89099 5.02146 2.99774 -0.10 -0.65 -0.18 0.131
H 4.78924 3.39490 3.20507 -0.48 -0.17 -0.14 0.129
H 4.42833 0.96341 2.66074 -0.44 0.44 -0.01 0.123
H 2.18072 0.17709 1.93644 0.16 0.50 0.10 0.080
H 0.44163 1.51470 -1.00059 -1.34 -1.52 0.31 0.199
H -0.24610 0.97996 -1.10253 1.74 2.87 -2.00 -0.034
F -4.27906 -0.11290 0.91328 0.60 0.27 -1.15 -0.334
Te -3.91336 0.00199 -0.93409 -2.57 -0.58 0.24 1.883
F -5.72101 -0.41486 -1.19913 1.51 0.26 -0.05 -0.299
F -4.43754 1.81758 -0.92303 0.89 -1.46 -0.15 -0.315
F -3.52085 -1.83605 -0.86167 -0.16 0.89 -0.13 -0.337
F -3.64678 -0.04894 -2.81145 -0.30 0.22 0.98 -0.349
O -2.09906 0.35477 -0.80771 -0.24 0.27 0.14 -0.751



36
Properties=species:S:1:pos:R:3:forces:R:3:lowdin_charge:R:1 method="wB97M-V/def2-TZVPD" gap_ha=0.1126 de_lowest_kcal_mol=77.8 total_energy_ev=-457395.7656 total_charge=0
Ag 4.85461 -24.43796 24.25815 2.13 -0.29 -0.45 0.824
Ag 5.28429 -28.10462 24.65568 2.24 -0.85 -0.11 0.836
Ag 4.13884 -25.07237 27.59229 0.07 -0.17 -0.27 0.813
C 7.64112 -26.40954 24.43155 3.99 2.79 1.85 -1.121
O 6.75502 -25.86855 23.78136 -5.31 3.96 -4.84 -0.120
O 7.24961 -27.22267 25.24842 -1.34 -5.69 4.09 -0.122
O 8.79547 -25.93225 24.44547 0.79 -0.43 -0.68 0.001
B 3.10911 -26.40143 24.96404 -1.39 -2.30 -2.35 -1.470
F 2.01119 -27.18787 24.70446 -0.47 -0.20 0.45 0.147
F 3.82502 -26.88395 26.03212 0.30 0.12 1.84 0.039
F 3.92988 -26.58202 23.78345 -0.85 0.95 -0.12 -0.029
F 2.75810 -25.10457 25.14850 -0.35 1.77 0.46 0.104
Br -1.14213 -23.50937 26.33612 0.09 0.05 -0.54 0.554
C -0.85854 -24.09942 24.46155 -0.11 0.67 0.23 -0.655
C -0.60724 -25.57173 24.41787 -1.12 -0.29 1.04 -0.575
Br -2.30548 -26.43817 25.18184 0.95 0.28 -0.72 0.585
H 0.01803 -23.51401 24.18402 -0.03 -0.22 -0.26 0.053
H -1.72656 -23.79178 23.87845 0.10 0.03 0.20 0.059
H 0.22056 -25.77925 25.09593 -0.28 -0.53 -0.20 0.001
H -0.50540 -26.02005 23.42957 0.12 0.26 0.10 0.047
Br 3.13128 -30.77844 22.32391 0.11 0.23 0.00 0.608
C 2.90929 -29.07806 21.38306 -1.24 -0.14 -0.22 -0.673
C 1.44404 -28.63795 21.55541 0.30 0.25 1.39 -0.689
Br 1.21009 -26.86984 20.72942 -0.16 -0.57 -0.17 0.616
H 3.03787 -29.27964 20.31961 0.43 0.00 0.19 0.055
H 3.65673 -28.38584 21.77070 -0.31 -0.01 -0.10 0.037
H 1.12782 -28.44266 22.58009 0.76 0.12 0.24 0.017
H 0.71628 -29.41248 21.31338 0.16 0.27 -1.17 0.064
Br 0.27198 -30.83026 25.41858 0.26 0.36 0.64 0.585
C 0.81507 -29.58689 26.89042 -0.87 -0.06 -0.51 -0.620
C -0.15663 -28.40143 26.78876 1.07 -0.27 0.15 -0.705
Br 0.55341 -26.90579 27.86219 0.03 -0.04 0.04 0.616
H 1.86574 -29.35914 26.71063 -0.30 0.18 -0.03 0.042
H 0.68417 -30.12347 27.83013 0.11 0.00 -0.19 0.057
H -1.12834 -28.61207 27.23543 0.16 -0.03 -0.32 0.051
H -0.22523 -28.01462 25.77202 -0.04 -0.21 0.35 -0.033



15
Properties=species:S:1:pos:R:3:forces:R:3:lowdin_charge:R:1 method="wB97M-V/def2-TZVPD" gap_ha="0.2037 / 0.2063" de_lowest_kcal_mol=0.0 spin_multiplicity=8 total_energy_ev=-28708.9507 total_charge=0
O -0.15634 1.72281 -0.29153 -0.84 0.64 0.09 -0.523
C -1.51397 1.42598 -0.24391 -0.59 0.34 -0.11 -0.384
C -1.87400 0.07030 0.37321 0.07 0.00 0.15 -0.287
O -1.47889 -1.04928 -0.38385 -0.01 0.00 -0.14 -0.285
C -0.11785 -1.51532 -0.14740 -0.52 -0.93 0.27 -0.398
H -1.96740 1.44771 -1.25930 0.17 0.00 0.27 0.107
H -2.06665 2.18558 0.35087 0.14 -0.15 -0.12 0.102
H -2.97161 0.01963 0.46870 0.25 0.01 -0.05 0.116
H -1.45094 0.00845 1.39682 -0.07 0.02 -0.16 0.110
H 0.06403 -2.25784 -0.94382 -0.16 -0.03 0.19 0.008
H 4.12067 -0.90076 0.10348 0.02 0.44 -0.03 0.078
H -0.11762 -2.08672 0.80537 -0.10 -0.10 -0.19 0.013
Eu 1.39466 0.31629 -0.29086 0.03 0.37 -0.44 1.467
O 3.72435 -0.02358 -0.03732 1.39 -0.47 0.24 -0.190
H 4.41155 0.63675 0.09955 0.22 -0.14 0.03 0.066